Entry from OMol25: a molecular structure, C3H8NO2 at a distorted geometry (ωB97M-V/def2-TZVPD).

For the LUMO energy, the calculation gives -3.25 eV. The total charge is +1. For the HOMO-LUMO gap, the calculation gives 9.780 eV. The calculation puts the energy relative to the best compared isomer or geometry (same formula, charge and spin) at 115.0 kcal per mole.

Cartesian coordinates (Å):
O (3.191, -0.531, 0.600)
O (1.544, 1.029, 0.885)
N (-0.661, 0.678, 0.249)
C (1.994, -0.234, 1.029)
C (-1.347, -0.441, -0.498)
C (0.750, 0.577, -0.178)
H (1.510, -0.965, 1.493)
H (-1.056, -1.449, -0.026)
H (-1.201, -0.546, -1.633)
H (0.906, 0.532, -1.259)
H (3.676, 0.301, 0.462)
H (-2.446, -0.621, -0.315)
H (-0.796, 0.611, 1.219)
H (-0.989, 1.582, -0.026)